1.
Below is C25H37O6PtS as an isolated structure in a non-equilibrium geometry, with properties calculated with ωB97M-V/def2-TZVPD.

The geometry in XYZ format:
```
70
Properties=species:S:1:pos:R:3:forces:R:3
Pt 0.389 0.449 0.001 -1.2 0.0 -0.3
C -2.276 2.460 0.012 -0.1 0.1 -0.1
O -2.030 1.061 -0.099 0.4 0.2 0.0
C -2.981 0.267 0.576 0.0 -0.2 0.0
C -2.529 -1.166 0.449 -0.2 0.0 0.1
O -1.259 -1.244 1.074 -0.1 -0.1 -0.1
C -0.723 -2.552 1.150 0.2 -0.2 0.0
C 0.637 -2.462 1.799 -0.1 -0.2 0.0
O 1.488 -1.678 0.990 0.0 -0.4 -0.1
C 2.813 -1.588 1.502 0.4 -0.2 -0.1
H -3.200 2.719 -0.511 0.0 0.0 0.0
H -1.436 2.971 -0.450 0.0 0.0 0.0
H -2.362 2.762 1.059 0.0 -0.1 0.0
H -3.969 0.395 0.122 0.0 0.0 0.0
H -3.035 0.542 1.635 0.0 0.1 0.0
H -2.461 -1.452 -0.606 0.0 -0.1 0.0
H -3.239 -1.826 0.957 0.0 0.0 0.0
H -0.651 -2.992 0.149 0.0 0.0 0.0
H -1.367 -3.189 1.766 0.0 0.0 0.0
H 1.047 -3.471 1.918 0.0 0.0 0.0
H 0.539 -2.010 2.794 0.0 0.0 0.0
H 3.310 -2.561 1.454 -0.1 -0.1 0.0
H 2.818 -1.244 2.542 0.0 0.0 0.0
H 3.339 -0.866 0.885 0.0 -0.3 0.2
C 3.694 2.797 -1.264 -0.3 0.0 0.1
S 2.499 2.284 -0.038 0.5 0.3 -0.5
O 2.739 3.026 1.163 0.2 0.1 0.1
O 2.643 0.805 0.105 0.3 0.7 -0.3
O 1.133 2.508 -0.612 0.2 0.1 0.3
H 4.337 1.950 -1.485 0.0 0.0 0.0
H 4.262 3.614 -0.831 0.0 0.0 0.0
H 3.165 3.128 -2.152 0.0 0.0 0.0
C 1.633 -3.793 -5.554 0.0 0.0 0.1
C 1.055 -2.534 -5.665 0.0 0.0 -0.1
C 0.734 -1.809 -4.533 0.0 0.0 0.2
C 0.973 -2.340 -3.258 0.2 -0.1 -0.4
C 1.584 -3.600 -3.164 -0.2 0.2 0.1
C 1.899 -4.322 -4.298 0.0 -0.1 -0.1
C 0.656 -1.664 -2.006 -0.2 0.4 0.6
C -0.047 -0.531 -1.805 0.7 -0.5 0.3
C -0.966 0.132 -2.690 -0.7 0.5 0.0
C -0.857 1.510 -2.956 0.2 -0.3 0.1
C -1.751 2.132 -3.804 -0.1 0.1 -0.2
C -2.796 1.415 -4.377 0.2 0.0 0.2
C -2.931 0.057 -4.106 -0.1 0.0 -0.1
C -2.025 -0.582 -3.286 0.1 0.0 0.3
H 1.881 -4.357 -6.442 0.0 0.0 0.0
H 0.864 -2.118 -6.645 0.0 0.0 0.0
H 0.310 -0.821 -4.632 0.0 0.0 -0.1
H 1.793 -4.016 -2.185 0.0 0.0 0.0
H 2.361 -5.296 -4.203 0.0 0.0 0.0
H 1.095 -2.140 -1.137 0.0 0.0 0.1
H -0.044 2.065 -2.507 0.0 0.0 0.0
H -1.638 3.185 -4.024 0.0 0.0 0.0
H -3.502 1.916 -5.026 0.0 0.0 0.0
H -3.743 -0.504 -4.551 0.0 0.0 0.0
H -2.127 -1.643 -3.093 0.0 0.0 0.0
C -0.585 2.598 3.663 0.0 -0.1 -0.2
C 0.686 1.919 3.160 -0.1 0.8 -0.3
C 1.595 1.489 4.330 -0.1 -0.4 -0.2
C 0.411 0.726 2.309 -0.1 -0.5 -0.2
H -0.337 3.397 4.360 0.0 0.0 0.0
H -1.229 1.880 4.176 0.0 0.0 0.0
H -1.143 3.042 2.837 0.0 0.0 0.0
H 1.273 2.640 2.589 0.0 0.0 0.0
H 1.141 0.665 4.886 0.0 0.0 0.1
H 1.752 2.320 5.015 -0.1 0.1 -0.1
H 2.569 1.166 3.957 0.0 0.0 0.0
H -0.572 0.279 2.432 0.2 -0.1 0.1
H 1.247 0.031 2.283 -0.3 0.1 0.1
```
Forces are in eV/Å.

Output
* charge: +1
* calculated total energy: -52880.228 eV
* energy relative to the best compared isomer or geometry (same formula, charge and spin): 4.077 eV
* Kohn-Sham gap (spin up / spin down): 5.481 / 5.361 eV

=====

2.
Below is C25H38AlO9S as an isolated structure in a non-equilibrium geometry, with properties calculated with ωB97M-V/def2-TZVPD.

The geometry in XYZ format:
```
74
Properties=species:S:1:pos:R:3:forces:R:3
C 2.101 -3.164 2.487 -0.5 -0.1 -0.6
C 1.253 -3.208 1.199 0.0 0.3 0.6
C -0.182 -2.788 1.508 -0.1 -0.6 -0.4
C -1.222 -3.316 0.520 -0.2 0.0 0.4
C -2.565 -3.633 1.170 -0.4 0.7 -0.1
C -3.323 -2.391 1.728 0.6 -0.7 0.1
Al -2.826 -1.768 3.597 -0.6 0.6 -0.6
S -2.289 -3.507 5.000 0.3 -0.2 0.2
C -4.262 -0.630 4.490 0.8 -0.6 0.1
C -3.669 0.012 5.771 -0.4 -0.1 -0.6
C -3.547 1.530 5.673 0.4 -0.2 0.1
C -2.304 1.938 4.876 -0.3 -0.2 0.4
C -1.011 1.697 5.663 -0.3 0.0 -0.1
O -0.264 2.864 6.000 0.0 0.0 -0.1
C 0.143 3.663 4.906 0.3 0.0 0.1
C 0.777 2.903 3.751 -0.8 0.0 0.0
H 1.624 -2.487 3.187 0.2 0.3 0.2
H 2.084 -4.146 2.946 0.2 -0.2 0.2
H 3.123 -2.861 2.290 0.2 0.0 0.1
H 1.685 -2.547 0.459 0.1 0.1 -0.3
H 1.254 -4.218 0.802 0.1 -0.2 -0.2
H -0.436 -3.198 2.481 -0.1 0.1 0.3
H -0.260 -1.710 1.570 0.1 0.3 0.3
H -1.415 -2.587 -0.266 0.1 0.1 -0.3
H -0.843 -4.229 0.058 0.1 -0.1 -0.2
H -3.187 -4.073 0.390 -0.1 -0.4 -0.1
H -2.429 -4.361 1.967 0.1 -0.3 0.0
H -3.170 -1.586 1.005 0.0 0.3 0.0
H -4.381 -2.643 1.654 -0.3 0.1 0.2
H -1.518 -0.812 3.504 0.2 0.0 0.2
H -3.051 -4.506 4.536 -0.1 0.1 -0.1
H -5.060 -1.314 4.772 -0.3 0.0 -0.1
H -4.652 0.118 3.803 -0.2 0.2 -0.1
H -4.260 -0.267 6.639 -0.1 0.0 0.2
H -2.677 -0.406 5.942 0.2 0.0 0.3
H -3.498 1.955 6.676 0.1 0.2 0.1
H -4.419 1.946 5.178 -0.3 0.0 0.0
H -2.426 2.980 4.593 0.3 0.2 -0.2
H -2.286 1.307 3.992 0.0 0.2 -0.4
H -1.279 1.245 6.611 0.1 0.0 0.3
H -0.395 0.958 5.156 0.3 0.0 -0.2
H 0.878 4.358 5.306 0.1 0.1 0.3
H -0.684 4.276 4.546 -0.2 0.0 -0.1
H -0.001 2.471 3.128 -0.1 -0.2 -0.2
H 1.335 3.595 3.128 0.3 0.0 -0.1
H 1.388 2.081 4.101 0.4 0.0 0.1
C 4.744 1.155 -2.961 0.0 0.1 0.2
C 4.185 0.489 -3.980 0.2 0.2 -0.1
C 3.168 -0.596 -3.757 -0.3 -0.3 0.4
O 2.694 -1.140 -4.738 0.1 0.1 -0.2
C 2.807 -0.934 -2.390 0.0 -0.1 -0.3
C 3.369 -0.269 -1.371 -0.3 -0.3 0.1
C 4.370 0.829 -1.593 0.3 0.3 -0.4
O 4.826 1.395 -0.616 -0.1 -0.1 0.1
O 3.084 -0.526 -0.103 0.2 0.3 0.0
O 4.474 0.735 -5.251 0.0 -0.2 0.1
H 5.474 1.938 -3.110 0.0 0.0 0.0
H 2.083 -1.722 -2.238 0.0 0.0 0.0
H 3.616 0.096 0.431 -0.1 0.0 0.0
H 3.918 0.132 -5.786 -0.1 0.2 -0.1
C 0.807 2.504 -10.022 -0.2 0.1 0.0
C 1.864 1.969 -9.399 0.1 0.1 -0.3
C 1.786 1.483 -7.980 -0.4 0.0 0.5
O 2.789 0.995 -7.493 0.2 0.0 -0.3
C 0.528 1.624 -7.267 0.3 -0.1 0.0
C -0.529 2.163 -7.889 -0.1 -0.1 0.3
C -0.460 2.629 -9.316 0.4 0.0 -0.4
O -1.468 3.092 -9.814 -0.1 0.0 0.2
O -1.708 2.323 -7.303 0.0 0.1 -0.2
O 3.051 1.824 -9.977 0.0 -0.1 0.2
H 0.851 2.854 -11.044 0.0 0.0 0.0
H 0.488 1.281 -6.243 0.0 0.0 0.0
H -2.295 2.727 -7.974 0.0 0.0 0.0
H 3.631 1.411 -9.306 0.0 0.0 0.0
```
Forces are in eV/Å.

Output
* charge: -1
* calculated total energy: -62402.255 eV
* Kohn-Sham gap: 3.935 eV

=====

3.
Below is C25H38CoGeN2O3S2Se as an isolated structure in a non-equilibrium geometry, with properties calculated with ωB97M-V/def2-TZVPD.

The geometry in XYZ format:
```
73
Properties=species:S:1:pos:R:3:forces:R:3
Co 0.261 0.483 0.506 -0.4 -0.3 -0.3
C 1.697 -2.603 -0.949 -0.3 0.2 0.2
C 0.523 -2.700 0.031 0.4 -0.7 0.0
C 1.048 -3.006 1.438 -0.1 0.2 -0.3
C -0.437 -3.813 -0.416 0.1 0.4 0.0
O -0.176 -1.486 0.076 -0.8 0.8 -0.1
Ge -1.561 -0.812 -1.152 0.7 0.6 0.9
O -1.993 0.351 0.296 0.6 -0.3 -1.1
C -3.082 0.342 1.178 -0.6 0.0 0.4
C -2.940 -0.788 2.202 0.1 0.2 -0.2
C -3.115 1.698 1.901 0.2 -0.3 -0.2
C -4.380 0.144 0.386 0.3 0.0 0.0
O -0.103 0.481 -1.500 -0.4 -0.8 0.6
C 0.087 1.318 -2.613 0.1 0.4 -0.7
C -0.788 2.574 -2.500 0.2 -0.3 0.1
C -0.302 0.555 -3.888 0.0 0.1 0.4
C 1.571 1.695 -2.684 -0.3 -0.1 0.2
H 2.251 -3.537 -0.994 0.1 -0.2 0.0
H 2.364 -1.807 -0.624 0.1 0.1 0.0
H 1.327 -2.351 -1.942 0.0 0.0 -0.2
H 1.562 -3.964 1.460 0.1 -0.1 0.0
H 0.221 -3.020 2.145 -0.1 0.0 0.1
H 1.736 -2.223 1.747 0.1 0.1 0.1
H 0.043 -4.787 -0.364 0.1 -0.1 0.0
H -0.760 -3.632 -1.443 0.0 -0.1 -0.1
H -1.318 -3.813 0.224 -0.1 -0.1 0.1
H -2.015 -0.667 2.762 0.0 0.0 0.0
H -2.907 -1.747 1.687 0.0 -0.2 0.0
H -3.778 -0.776 2.896 -0.1 -0.1 0.1
H -2.250 1.792 2.555 0.1 0.0 0.0
H -4.017 1.799 2.500 -0.1 0.0 0.1
H -3.078 2.504 1.169 0.0 0.0 0.0
H -4.330 -0.806 -0.150 -0.1 -0.1 0.0
H -4.495 0.947 -0.339 0.0 0.1 -0.1
H -5.243 0.134 1.047 -0.1 0.0 0.1
H -1.824 2.268 -2.355 -0.1 0.1 0.0
H -0.714 3.187 -3.396 0.0 0.1 -0.1
H -0.478 3.162 -1.642 -0.1 0.1 0.1
H -1.367 0.320 -3.858 -0.1 -0.1 -0.1
H 0.261 -0.376 -3.951 0.0 -0.1 0.0
H -0.096 1.157 -4.771 0.0 0.0 -0.1
H 1.837 2.280 -1.806 0.1 0.1 0.1
H 1.782 2.278 -3.579 0.0 0.1 -0.1
H 2.177 0.789 -2.694 0.1 -0.1 0.0
S 0.482 0.193 2.659 0.1 -0.2 0.3
C 0.722 1.790 3.286 -0.1 0.5 -1.8
C 0.857 1.897 4.672 0.1 0.3 1.0
N 0.950 1.933 5.819 0.0 0.0 0.2
C 0.748 2.866 2.428 -0.1 -1.8 0.2
S 0.601 2.610 0.720 0.2 0.3 -0.2
C 0.824 4.195 2.851 0.1 0.9 0.5
N 0.836 5.306 3.153 0.1 0.2 0.1
C 9.378 0.074 -0.573 0.0 0.0 0.0
C 7.897 0.102 -0.327 0.0 -0.1 0.0
C 7.142 1.247 -0.533 0.0 0.0 0.0
C 5.793 1.292 -0.222 0.0 0.2 0.0
C 5.005 2.541 -0.463 0.0 0.0 0.0
C 5.173 0.158 0.320 -0.3 0.1 0.2
Se 3.401 0.295 1.045 0.5 0.1 -0.1
C 5.900 -1.031 0.456 -0.1 -0.1 -0.1
C 5.284 -2.300 0.964 -0.1 0.0 0.0
C 7.248 -1.033 0.136 0.1 0.1 0.0
H 9.737 1.039 -0.924 0.0 0.0 0.0
H 9.636 -0.685 -1.313 0.1 0.0 0.0
H 9.905 -0.172 0.350 0.1 0.0 0.0
H 7.619 2.136 -0.928 0.0 0.1 0.0
H 5.636 3.339 -0.849 0.0 0.0 0.0
H 4.530 2.877 0.459 -0.1 0.0 0.0
H 4.208 2.343 -1.180 -0.1 0.1 0.0
H 4.200 -2.228 0.972 -0.1 -0.1 0.0
H 5.614 -2.499 1.983 0.0 -0.1 0.1
H 5.579 -3.140 0.338 0.1 -0.1 0.0
H 7.814 -1.945 0.275 0.1 -0.1 0.0
```
Forces are in eV/Å.

Output
* 2S+1: 3
* charge: -1
* calculated total energy: -216828.341 eV
* Kohn-Sham gap (spin up / spin down): 6.746 / 4.770 eV

=====

Which of these has the highest charge? C25H37O6PtS